1.
Entry from OMol25: the molecule C4H7ClO in a non-equilibrium geometry (ωB97M-V/def2-TZVPD).

Structure (XYZ):
```
13
Properties=species:S:1:pos:R:3:forces:R:3:lowdin_charge:R:1
C 1.04467 0.67340 -0.81770 0.20 -2.17 2.81 -0.02
C 1.55734 0.55459 0.52082 -2.07 2.48 3.60 -0.32
C 0.57134 -0.60134 0.80886 2.91 3.47 -3.32 -0.74
C -1.73363 -0.83384 0.43005 -0.32 -1.67 1.20 -0.05
O -0.62170 -0.31139 1.21495 -2.00 -1.53 -0.21 -0.11
Cl 1.23127 -2.13583 0.38236 -0.65 -0.65 0.33 0.70
H 0.32568 1.41011 -0.89187 -1.35 1.12 -1.08 0.04
H 1.66966 0.18537 -1.48688 0.25 -0.48 -1.92 0.04
H 2.50092 0.24864 0.72382 3.06 -1.20 -0.11 0.05
H 1.50663 1.50995 1.20884 -0.65 -1.83 -1.05 0.15
H -2.04317 -1.94401 0.57381 1.48 1.63 -0.48 0.13
H -1.75894 -0.45549 -0.56743 0.96 -0.27 -1.01 0.08
H -2.54331 -0.34734 0.84583 -1.82 1.11 1.23 0.05
```
Positions in Å, forces in eV/Å.

The energy relative to the best compared isomer or geometry (same formula, charge and spin) is 103.5 kcal per mole. For the LUMO energy, the calculation gives 0.8750 eV. As for the HOMO-LUMO gap: 0.3005 Ha.

***

2.
Entry from OMol25: a cluster of 7 separate species, C33H67NO13S6 in total in a non-equilibrium geometry (ωB97M-V/def2-TZVPD).

Structure (XYZ):
```
120
Properties=species:S:1:pos:R:3:forces:R:3:lowdin_charge:R:1
C -3.58210 -1.02629 -2.56482 0.85 1.22 -1.08 -0.05
C -2.43146 -0.89165 -1.55332 -1.03 -1.66 0.66 -0.50
C -2.88376 -1.76626 -0.32979 -0.63 0.25 -0.47 -0.03
C -1.19930 -1.62108 -2.15714 -0.15 0.83 0.07 -0.13
C 0.10848 -1.23509 -1.50151 0.60 0.58 -0.09 -0.17
C 0.18416 0.29108 -1.42155 1.30 -1.06 -0.03 -0.15
C -0.95789 0.94208 -0.67912 -0.42 2.33 -0.58 -0.48
C -0.80283 0.93081 0.85502 -0.04 -0.99 -0.17 0.00
C -0.81290 2.43465 -1.05282 -0.83 0.74 0.17 -0.04
N -2.25645 0.52164 -1.26971 2.36 -0.62 -1.18 -0.10
O -3.40373 1.07858 -0.68764 -0.25 -0.19 0.94 -0.01
H -3.34573 -0.31565 -3.36911 0.04 0.02 0.04 0.09
H -3.55769 -1.98300 -3.08466 -0.50 -0.29 0.51 0.08
H -4.54273 -0.66925 -2.20119 -0.12 -0.62 0.25 0.08
H -3.80230 -1.29215 0.02289 0.14 -0.18 0.50 0.07
H -3.16944 -2.74343 -0.72725 -0.10 0.02 -0.03 0.08
H -2.19622 -1.98939 0.48667 0.23 0.57 -0.06 0.05
H -1.45480 -2.68055 -2.12627 0.22 -0.09 0.13 0.11
H -1.06365 -1.38518 -3.21829 -0.29 0.22 -0.01 0.12
H 0.34803 -1.60482 -0.49943 -0.58 -0.42 -0.04 0.10
H 0.93092 -1.55653 -2.14067 0.00 -0.22 0.13 0.07
H 0.40761 0.71714 -2.40438 -0.88 0.00 -0.20 0.12
H 1.14017 0.52161 -0.93533 -0.27 0.19 0.44 0.11
H 0.25011 1.00456 1.12840 0.06 0.02 -0.13 0.07
H -1.17060 -0.01621 1.25785 -0.13 0.19 0.26 0.08
H -1.27608 1.79064 1.32577 -0.34 -0.19 0.00 0.08
H -1.72084 3.00043 -0.79203 0.25 0.01 0.64 0.06
H -0.75293 2.70033 -2.11043 0.53 -0.67 -0.13 0.09
H 0.01894 2.85167 -0.48731 0.00 0.26 -0.18 0.10
H -3.27275 2.03052 -0.77170 -0.05 -0.09 -0.22 0.08
O -4.19702 3.84253 4.56499 -0.09 -0.43 -0.49 -0.31
S -4.90912 2.60904 4.33765 -1.41 -0.72 0.43 0.67
O -4.96979 1.61017 5.37755 0.51 -0.05 -0.03 -0.34
C -6.61898 2.96936 3.89097 -0.79 0.83 -1.12 -0.24
C -6.53781 3.33396 2.38566 0.72 -1.31 1.75 -0.21
C -5.65557 2.21572 1.78509 0.36 0.24 -0.83 -0.22
C -4.46854 1.83006 2.69793 0.12 1.50 1.33 -0.17
H -7.10672 3.77911 4.43413 0.67 0.08 0.42 0.10
H -7.29012 2.11784 4.00568 0.54 -0.42 0.19 0.10
H -7.54125 3.29852 1.97369 0.10 0.46 -0.34 0.11
H -6.00892 4.28483 2.33792 -0.34 0.21 -0.47 0.11
H -5.37560 2.61753 0.80839 0.54 -0.49 -0.05 0.09
H -6.22843 1.31069 1.58952 -0.19 0.05 0.08 0.11
H -3.49022 2.30196 2.58171 -0.19 0.19 -0.84 0.08
H -4.25752 0.77977 2.87248 -0.50 -0.12 -0.06 0.10
O 1.62544 -0.53515 4.73285 -0.07 0.46 -0.73 -0.34
S 2.48470 0.39497 4.02920 1.16 0.94 1.12 0.69
O 2.12039 1.80887 3.94419 -0.04 -1.17 -0.42 -0.33
C 4.15717 0.34413 4.78011 -0.82 -0.98 -0.57 -0.22
C 5.09078 0.74471 3.65369 -1.12 0.11 0.23 -0.21
C 4.55776 0.12334 2.33739 0.85 1.37 -0.84 -0.21
C 3.06537 -0.20519 2.41052 -0.29 -0.79 0.44 -0.20
H 4.22280 -0.72128 5.01714 0.28 0.11 0.41 0.10
H 4.15683 0.99766 5.64648 -0.02 -0.13 0.11 0.11
H 4.95865 1.82710 3.59900 0.62 0.04 -0.20 0.11
H 6.12049 0.44456 3.82489 0.04 0.23 0.11 0.11
H 5.22030 -0.66555 1.98256 -0.57 -0.66 0.40 0.11
H 4.79703 0.86855 1.57614 -0.57 0.07 -0.10 0.09
H 2.93428 -1.28822 2.40337 -0.13 0.00 0.34 0.07
H 2.35323 0.18097 1.68316 0.46 0.45 -0.24 0.08
O -1.31768 6.35935 0.21905 -1.34 0.06 0.13 -0.33
S -2.73347 6.43251 0.57599 1.10 -0.58 -0.88 0.67
O -3.16247 5.93055 1.84897 -0.23 -0.02 0.13 -0.31
C -3.29971 8.08769 0.30831 0.27 2.29 -0.06 -0.25
C -3.84423 8.17542 -1.13303 -0.89 -1.14 1.08 -0.19
C -4.63672 6.85643 -1.25305 0.58 -0.16 -2.49 -0.24
C -3.73469 5.70600 -0.78614 -1.07 0.62 1.33 -0.21
H -2.46313 8.77986 0.43293 0.33 -0.41 -0.05 0.10
H -3.96812 8.43324 1.09791 -0.49 -0.61 -0.16 0.11
H -4.57962 8.95095 -1.33597 0.52 0.55 0.28 0.11
H -2.99267 8.22815 -1.80631 -0.16 -0.06 -0.28 0.12
H -4.90263 6.66495 -2.30315 0.43 0.08 -0.10 0.11
H -5.65910 6.91457 -0.87834 0.41 -0.06 1.13 0.12
H -3.03733 5.31062 -1.51647 -0.15 -0.03 -0.15 0.10
H -4.42873 4.99106 -0.34388 0.67 -0.60 0.02 0.09
O 1.37400 -4.96355 5.20790 0.28 0.63 -0.89 -0.33
S 1.61927 -4.20220 3.99092 -0.57 -0.80 -0.28 0.69
O 2.59809 -3.14399 3.97090 0.22 -0.34 -0.12 -0.33
C 1.87901 -5.37291 2.56522 -1.13 0.59 1.26 -0.20
C 1.15175 -4.73996 1.35502 1.08 -0.90 0.41 -0.21
C 0.37683 -3.47904 1.78157 0.04 -0.42 0.28 -0.21
C 0.06485 -3.55093 3.28817 1.27 -0.27 0.03 -0.19
H 1.28197 -6.22225 2.89714 0.33 -0.20 0.12 0.09
H 2.92394 -5.65500 2.49397 0.06 0.21 -0.17 0.10
H 1.93096 -4.52764 0.62291 -0.38 0.27 -0.32 0.10
H 0.52308 -5.54441 0.97420 -0.22 0.30 -0.28 0.10
H -0.54716 -3.40203 1.21355 0.08 0.25 -0.12 0.09
H 1.05633 -2.66181 1.54613 -0.42 0.44 0.25 0.09
H -0.67150 -4.30111 3.56938 -0.26 0.14 -0.17 0.11
H -0.09466 -2.59566 3.78358 -0.16 0.05 -0.07 0.10
O 3.86794 1.63957 -1.55382 0.34 -0.13 0.51 -0.33
S 4.95927 0.70742 -1.76360 -1.38 -0.69 -0.49 0.68
O 5.66966 0.09190 -0.66208 0.16 0.69 -0.29 -0.33
C 4.27379 -0.60751 -2.79743 0.04 0.28 -0.12 -0.23
C 4.44634 -0.05658 -4.19759 -0.05 -0.97 -0.58 -0.22
C 5.83844 0.54318 -4.28880 1.87 1.37 1.13 -0.20
C 6.03166 1.45931 -3.02216 -1.00 -0.78 0.23 -0.20
H 3.23075 -0.78168 -2.54168 0.04 0.18 0.23 0.08
H 4.79650 -1.56000 -2.71946 0.28 0.21 0.39 0.11
H 4.32484 -0.92309 -4.85255 0.05 0.30 -0.36 0.12
H 3.66207 0.65716 -4.44808 0.14 0.18 0.06 0.12
H 6.05451 1.21347 -5.12063 -0.51 -0.25 -0.33 0.11
H 6.71348 -0.11077 -4.26083 -0.61 -0.80 -0.20 0.11
H 5.60660 2.42191 -3.29015 0.11 0.23 0.63 0.10
H 6.96132 1.51243 -2.45950 0.47 0.10 -0.82 0.10
O 2.75110 -4.23266 -5.01195 -0.01 0.33 0.69 -0.32
S 2.46789 -4.43647 -3.60550 -0.50 -1.36 0.37 0.69
O 2.37937 -3.34731 -2.65435 -0.32 -0.08 -0.72 -0.34
C 1.07912 -5.66519 -3.52215 -0.56 0.83 0.77 -0.21
C 1.68125 -6.92306 -2.90560 -0.88 -0.94 -1.38 -0.23
C 3.17786 -7.02151 -3.27094 -0.87 1.28 1.17 -0.18
C 3.65136 -5.59304 -2.92967 1.36 -0.59 -0.66 -0.24
H 0.59289 -5.82973 -4.48210 0.73 0.11 -0.37 0.10
H 0.24641 -5.30912 -2.91019 0.37 0.42 0.21 0.10
H 1.43987 -7.02696 -1.84939 0.47 0.31 0.14 0.11
H 1.13025 -7.73468 -3.39311 0.17 -0.22 0.24 0.11
H 3.29774 -7.27640 -4.31880 0.20 -0.12 0.02 0.12
H 3.61637 -7.72673 -2.57050 0.42 -0.20 -0.44 0.11
H 4.59700 -5.28569 -3.38456 0.01 -0.20 -0.09 0.10
H 3.80600 -5.51680 -1.85539 -0.52 0.41 0.07 0.11
```
Positions in Å, forces in eV/Å.

The energy relative to the best compared isomer or geometry (same formula, charge and spin) is 55.4 kcal per mole. For the LUMO energy, the calculation gives 0.0907 eV. The SMILES is CC1(C)CCCC(C)(C)N1O.O=S1(=O)CCCC1.O=S1(=O)CCCC1.O=S1(=O)CCCC1.O=S1(=O)CCCC1.O=S1(=O)CCCC1.O=S1(=O)CCCC1. As for the HOMO-LUMO gap: 0.2962 Ha.

***

- The lowest energy relative to the best compared isomer or geometry (same formula, charge and spin) belongs to which entry?
  C33H67NO13S6

***

- Among the records above, which one has the highest LUMO?
  C4H7ClO

***

- Among the records above, which one has the highest energy relative to the best compared isomer or geometry (same formula, charge and spin)?
  C4H7ClO

***

- Which value of LUMO does entry 1 give?
  0.8750 eV